Record 1
{"formula": "C28H55FIO6P", "method": "ωB97M-V/def2-TZVPD", "de_lowest_kcal_mol": 98.5, "smiles": "C#CC[PH](I)(C[C@H](C)O)[C@H](C)F.C1CCOC1.C1CCOC1.C1CCOC1.C1CCOC1.C1CCOC1", "species": ["C", "C", "C", "P", "I", "C", "C", "C", "O", "C", "C", "F", "H", "H", "H", "H", "H", "H", "H", "H", "H", "H", "H", "H", "H", "H", "H", "C", "C", "C", "O", "C", "H", "H", "H", "H", "H", "H", "H", "H", "C", "C", "C", "O", "C", "H", "H", "H", "H", "H", "H", "H", "H", "C", "C", "C", "O", "C", "H", "H", "H", "H", "H", "H", "H", "H", "C", "C", "C", "O", "C", "H", "H", "H", "H", "H", "H", "H", "H", "C", "C", "C", "O", "C", "H", "H", "H", "H", "H", "H", "H", "H"], "positions_angstrom": [[1.17, -4.21, 2.91], [1.45, -2.89, 2.44], [1.60, -1.29, 2.03], [0.75, -0.83, 0.38], [-0.56, 0.90, 1.64], [-0.86, -1.58, -0.33], [-1.61, -2.66, 0.66], [-1.25, -4.24, 0.33], [-3.07, -2.52, 0.38], [1.75, -2.09, -0.65], [3.35, -2.17, -0.30], [1.67, -1.64, -2.09], [1.31, -5.30, 3.39], [1.03, -0.68, 2.88], [2.73, -0.92, 2.11], [1.32, 0.30, -0.38], [-1.63, -0.69, -0.49], [-0.75, -2.10, -1.37], [-1.36, -2.38, 1.78], [-1.61, -4.50, -0.77], [-1.96, -4.88, 1.05], [-0.12, -4.52, 0.45], [-3.14, -2.87, -0.58], [1.19, -3.12, -0.62], [3.94, -2.37, -1.32], [3.55, -3.12, 0.39], [3.81, -1.18, 0.14], [0.28, 4.41, -2.44], [0.28, 4.95, -1.03], [0.38, 3.68, -0.21], [1.12, 2.74, -1.00], [1.23, 3.24, -2.33], [0.58, 5.15, -3.19], [-0.73, 4.05, -2.70], [1.16, 5.57, -0.87], [-0.61, 5.54, -0.79], [-0.60, 3.25, -0.01], [0.89, 3.84, 0.74], [2.27, 3.56, -2.49], [1.00, 2.45, -3.05], [4.81, 2.64, -5.89], [4.16, 1.38, -6.40], [3.00, 1.21, -5.43], [2.61, 2.53, -5.02], [3.61, 3.46, -5.45], [5.42, 3.15, -6.64], [5.44, 2.41, -5.03], [3.78, 1.54, -7.41], [4.83, 0.52, -6.42], [3.31, 0.66, -4.54], [2.15, 0.70, -5.89], [3.20, 4.04, -6.28], [3.85, 4.14, -4.63], [-3.85, -6.95, 4.97], [-4.53, -5.65, 4.63], [-3.41, -4.86, 3.99], [-2.54, -5.81, 3.36], [-2.90, -7.13, 3.80], [-4.54, -7.79, 5.09], [-3.28, -6.84, 5.90], [-5.33, -5.83, 3.90], [-4.97, -5.15, 5.49], [-2.83, -4.32, 4.74], [-3.77, -4.14, 3.25], [-3.39, -7.63, 2.96], [-2.00, -7.69, 4.07], [1.47, -0.38, 7.17], [2.49, 0.67, 7.52], [3.55, 0.44, 6.46], [2.87, -0.05, 5.29], [1.52, -0.39, 5.66], [0.47, -0.16, 7.56], [1.78, -1.35, 7.57], [2.05, 1.67, 7.40], [2.88, 0.58, 8.53], [4.27, -0.32, 6.77], [4.09, 1.36, 6.21], [0.86, 0.36, 5.23], [1.27, -1.37, 5.24], [-4.73, 5.43, -5.17], [-4.25, 4.07, -5.60], [-2.94, 3.95, -4.84], [-3.09, 4.69, -3.63], [-4.29, 5.48, -3.72], [-5.81, 5.57, -5.29], [-4.22, 6.21, -5.74], [-4.95, 3.30, -5.26], [-4.12, 3.98, -6.68], [-2.11, 4.39, -5.40], [-2.69, 2.91, -4.61], [-5.04, 5.03, -3.06], [-4.09, 6.50, -3.38]], "mulliken_charge": [-0.83, -0.10, 0.15, 0.48, -0.30, -0.97, 0.23, -0.82, -0.58, 0.27, -1.05, -0.38, 0.32, 0.07, 0.34, 0.13, 0.36, 0.48, 0.24, 0.34, 0.16, 0.19, 0.40, 0.12, 0.36, 0.26, 0.18, -0.11, -0.67, -0.58, -0.28, -0.16, 0.42, -0.04, 0.27, 0.35, 0.23, 0.35, 0.02, 0.16, -0.58, -0.52, -0.46, -0.27, -0.41, 0.34, 0.28, 0.25, 0.32, 0.27, 0.28, 0.27, 0.25, -0.52, -0.61, -0.26, -0.31, -0.49, 0.33, 0.25, 0.28, 0.35, 0.25, 0.22, 0.27, 0.27, -0.59, -0.53, -0.49, -0.35, -0.13, 0.36, 0.28, 0.26, 0.33, 0.28, 0.26, 0.17, 0.13, -0.51, -0.58, -0.40, -0.35, -0.49, 0.33, 0.26, 0.28, 0.32, 0.27, 0.32, 0.27, 0.28]}

=====

Record 2
{"formula": "C28H56AlBF6I2MgNO21P2S", "method": "ωB97M-V/def2-TZVPD", "de_lowest_kcal_mol": 0.0, "total_charge": 3, "species": ["C", "C", "O", "C", "C", "P", "N", "C", "O", "O", "C", "C", "I", "C", "C", "I", "C", "F", "H", "H", "H", "H", "H", "H", "H", "H", "H", "H", "H", "H", "H", "H", "H", "B", "O", "C", "O", "C", "O", "O", "F", "F", "O", "P", "O", "C", "C", "O", "C", "C", "O", "C", "C", "H", "H", "H", "H", "H", "H", "H", "H", "H", "H", "H", "H", "H", "H", "H", "C", "C", "O", "C", "O", "C", "F", "F", "F", "H", "H", "H", "H", "H", "O", "H", "H", "H", "C", "O", "H", "H", "H", "O", "S", "O", "O", "C", "C", "C", "H", "H", "H", "H", "H", "H", "H", "H", "O", "H", "H", "H", "O", "C", "C", "O", "H", "H", "H", "H", "Mg", "Al"], "positions_angstrom": [[-0.42, -0.20, 1.07], [1.10, -0.13, 1.01], [1.49, 1.23, 0.90], [2.55, 1.42, 0.01], [2.18, 1.95, -1.40], [1.96, 3.78, -1.51], [0.89, 4.29, -2.58], [3.22, 1.61, -2.48], [4.37, 1.96, -2.50], [2.68, 0.84, -3.45], [1.28, 1.14, -3.50], [0.62, -0.01, -4.25], [1.67, -1.74, -4.78], [-0.66, 0.17, -4.56], [-1.24, 1.49, -4.20], [-1.87, -1.25, -5.52], [0.98, 1.19, -1.99], [-0.15, 1.83, -1.54], [-0.73, 0.72, 1.54], [-0.88, -0.22, 0.09], [-0.73, -1.07, 1.63], [1.48, -0.62, 1.90], [1.46, -0.70, 0.17], [3.15, 0.52, -0.11], [3.19, 2.17, 0.45], [3.21, 4.33, -1.83], [1.62, 4.20, -0.21], [0.16, 4.80, -2.11], [1.19, 2.03, -4.11], [-2.29, 1.53, -4.51], [-0.68, 2.30, -4.72], [-1.20, 1.66, -3.11], [1.08, 0.15, -1.69], [5.76, 3.71, -5.30], [4.26, 3.54, -5.61], [4.12, 3.59, -6.88], [3.03, 3.51, -7.47], [5.50, 3.80, -7.56], [5.64, 3.89, -8.75], [6.41, 3.87, -6.64], [6.25, 2.61, -4.67], [5.94, 4.83, -4.54], [-4.19, -3.68, 1.87], [-3.81, -2.51, 2.68], [-5.07, -1.50, 2.64], [-6.38, -1.98, 2.97], [-6.60, -2.02, 4.47], [-2.74, -1.74, 1.76], [-2.13, -2.32, 0.58], [-2.88, -1.81, -0.63], [-3.07, -1.73, 3.97], [-3.00, -2.21, 5.28], [-2.80, -3.71, 5.42], [-6.56, -2.96, 2.52], [-7.09, -1.29, 2.51], [-5.99, -2.81, 4.93], [-7.65, -2.23, 4.69], [-6.33, -1.07, 4.92], [-2.09, -3.40, 0.63], [-1.10, -1.96, 0.55], [-3.94, -2.00, -0.55], [-2.51, -2.27, -1.54], [-2.76, -0.73, -0.71], [-3.89, -1.89, 5.84], [-2.13, -1.69, 5.74], [-3.68, -4.25, 5.05], [-2.64, -3.99, 6.46], [-1.94, -4.04, 4.83], [6.95, -2.64, -1.37], [6.34, -2.87, 0.00], [4.90, -2.68, -0.03], [4.19, -3.68, -0.50], [4.61, -4.72, -0.90], [2.70, -3.33, -0.42], [2.45, -2.09, -0.88], [2.25, -3.38, 0.84], [1.96, -4.17, -1.13], [6.68, -1.66, -1.75], [8.03, -2.72, -1.32], [6.59, -3.38, -2.09], [6.73, -2.14, 0.70], [6.58, -3.86, 0.39], [-0.20, 0.03, 6.54], [0.29, -0.67, 6.03], [-0.53, 0.75, 5.92], [0.37, 0.41, 7.24], [-3.65, 2.75, -1.52], [-3.11, 1.73, -2.22], [-3.44, 3.87, -1.97], [-4.75, 2.77, -1.41], [-3.29, 2.88, -0.48], [-1.16, 1.35, 4.38], [-1.39, 2.73, 4.72], [-1.20, 3.19, 6.05], [-2.82, 3.15, 4.22], [-3.97, 2.38, 4.66], [-4.34, 2.66, 6.10], [-0.46, 3.75, 3.63], [-3.79, 1.31, 4.49], [-4.79, 2.67, 4.01], [-3.55, 2.32, 6.78], [-5.26, 2.14, 6.37], [-4.47, 3.72, 6.27], [-0.62, 3.42, 2.61], [0.58, 3.65, 3.91], [-0.78, 4.78, 3.77], [-1.28, -1.73, 8.83], [-0.98, -1.14, 8.09], [-2.24, -1.94, 8.76], [-1.05, -1.37, 9.71], [0.29, -4.40, -8.75], [1.19, -4.10, -7.98], [2.65, -3.48, -9.04], [3.51, -3.21, -8.23], [1.66, -4.91, -7.38], [1.04, -3.25, -7.28], [2.16, -2.67, -9.62], [2.78, -4.32, -9.74], [-2.21, 3.47, -3.24], [3.22, 5.69, -7.30]], "mulliken_charge": [-0.78, 0.61, -0.25, -1.58, 2.37, 0.10, -0.75, -0.49, -0.59, -0.34, -0.10, -0.71, 0.31, -0.58, -0.43, 0.16, 0.15, -0.53, -0.04, -0.16, 0.74, 0.59, -0.67, 0.41, 0.56, 0.16, 0.06, 0.24, 0.72, 0.84, 0.56, -0.42, 0.21, 0.61, -0.35, 0.87, -0.62, 0.49, -0.52, -0.48, -0.28, -0.29, -0.84, 0.52, -0.23, -0.41, -0.84, 0.13, -0.14, -1.17, -0.07, 0.68, -1.41, 0.33, 0.36, 0.17, 0.44, 0.11, 0.57, 0.22, 0.39, 0.41, 0.09, 0.39, -0.81, 0.37, 0.42, 0.36, -1.10, -0.24, -0.30, 0.18, -0.49, 1.01, -0.29, -0.28, -0.24, 0.27, 0.39, 0.33, 0.33, 0.34, -0.45, 0.46, 0.24, 0.54, -0.22, -0.59, -0.11, 0.36, 0.23, -0.40, 1.31, -0.69, -0.30, 0.20, -1.13, -1.02, -0.11, 0.30, 0.26, 0.43, 0.32, 0.21, 0.40, 0.44, -0.32, 0.43, 0.47, 0.48, -0.40, 0.27, -0.17, -0.38, 0.28, -0.21, 0.26, 0.30, 1.03, 0.54]}

=====

Record 3
{"formula": "C28H56BBrN2O7P", "method": "ωB97M-V/def2-TZVPD", "total_charge": -1, "species": ["C", "C", "C", "C", "C", "C", "C", "C", "C", "C", "C", "C", "C", "C", "C", "C", "C", "C", "C", "N", "C", "C", "O", "C", "C", "O", "O", "B", "C", "C", "O", "Br", "O", "C", "P", "N", "H", "H", "H", "H", "H", "H", "H", "H", "H", "H", "H", "H", "H", "H", "H", "H", "H", "H", "H", "H", "H", "H", "H", "H", "H", "H", "H", "H", "H", "H", "H", "H", "H", "H", "H", "H", "H", "H", "H", "H", "H", "H", "H", "H", "H", "H", "H", "H", "H", "H", "C", "C", "O", "O", "H", "H", "H", "H", "H", "H"], "positions_angstrom": [[-4.45, -2.82, 0.88], [-3.30, -3.75, 0.51], [-3.78, -4.88, -0.38], [-2.66, -5.65, -1.08], [-1.97, -4.81, -2.17], [-2.53, -5.10, -3.55], [-2.36, -3.95, -4.55], [-2.84, -2.62, -3.97], [-3.45, -1.67, -5.00], [-4.32, -0.61, -4.30], [-3.73, -0.10, -3.00], [-4.34, 1.22, -2.51], [-4.19, 1.31, -0.99], [-2.73, 1.53, -0.60], [-2.51, 1.86, 0.87], [-1.29, 2.80, 1.09], [-0.20, 2.20, 1.98], [0.44, 0.94, 1.39], [1.78, 1.24, 0.71], [2.10, 0.13, -0.22], [3.39, 0.23, -0.84], [3.37, 0.75, -2.25], [4.42, -0.14, -0.32], [1.89, -1.18, 0.36], [2.77, -1.69, 1.47], [0.99, -1.89, -0.09], [1.52, 2.36, -0.09], [2.55, 3.41, 0.04], [2.00, 4.95, -0.14], [2.15, 5.78, 1.08], [3.14, 5.96, 1.76], [0.45, 6.73, 1.64], [3.23, 3.08, 1.31], [2.95, 1.74, 1.63], [2.69, 1.81, 3.45], [2.00, 0.54, 4.10], [-4.72, -2.20, 0.03], [-4.19, -2.17, 1.70], [-5.33, -3.39, 1.16], [-2.56, -3.15, 0.00], [-2.82, -4.13, 1.40], [-4.30, -5.59, 0.26], [-4.49, -4.51, -1.11], [-3.12, -6.50, -1.58], [-1.92, -5.99, -0.37], [-2.10, -3.77, -1.90], [-0.90, -4.98, -2.17], [-3.59, -5.35, -3.50], [-2.01, -5.97, -3.95], [-1.33, -3.89, -4.89], [-2.95, -4.17, -5.43], [-2.00, -2.11, -3.52], [-3.61, -2.84, -3.23], [-2.67, -1.13, -5.52], [-4.03, -2.22, -5.73], [-5.27, -1.10, -4.07], [-4.57, 0.20, -4.98], [-3.93, -0.83, -2.23], [-2.66, 0.03, -3.09], [-5.39, 1.29, -2.77], [-3.79, 2.05, -2.94], [-4.51, 0.38, -0.55], [-4.81, 2.10, -0.57], [-2.13, 0.67, -0.86], [-2.36, 2.34, -1.21], [-3.39, 2.32, 1.30], [-2.33, 0.96, 1.44], [-0.81, 3.04, 0.16], [-1.65, 3.70, 1.57], [-0.63, 1.95, 2.95], [0.53, 2.98, 2.17], [0.53, 0.18, 2.16], [-0.20, 0.55, 0.61], [2.36, 1.00, -2.53], [3.76, -0.03, -2.89], [4.00, 1.63, -2.31], [3.50, -2.35, 1.02], [2.17, -2.28, 2.14], [3.29, -0.88, 1.96], [3.40, 3.22, -0.87], [0.97, 4.99, -0.47], [2.61, 5.44, -0.88], [3.91, 1.23, 1.53], [2.00, 3.00, 3.73], [4.00, 2.03, 3.91], [1.17, 0.85, 4.58], [8.44, 2.48, 5.22], [7.13, 2.09, 4.60], [6.04, 2.52, 5.42], [8.56, 1.94, 6.53], [9.28, 2.12, 4.63], [8.51, 3.58, 5.28], [7.05, 1.00, 4.54], [7.03, 2.50, 3.59], [5.99, 3.48, 5.35], [7.69, 2.00, 6.92]], "mulliken_charge": [-1.33, -0.10, -0.60, -1.05, 0.10, -0.86, -1.07, 0.15, -0.88, -1.16, 0.31, -1.01, -0.59, -0.26, -0.83, -0.69, -0.86, -1.56, 0.39, 0.50, 1.03, -1.48, -0.55, 0.35, -0.91, -0.63, -1.30, 2.19, -0.59, 0.43, -0.52, -0.33, -0.90, -0.22, 0.43, -0.83, 0.18, 0.40, 0.36, 0.18, 0.35, 0.41, 0.27, 0.38, 0.38, -0.12, 0.39, 0.35, 0.40, 0.35, 0.37, 0.26, 0.06, 0.32, 0.40, 0.33, 0.43, -0.21, 0.37, 0.42, 0.43, 0.07, 0.45, 0.00, 0.34, 0.57, 0.28, 0.15, 0.46, 0.32, 0.10, 0.54, 0.69, 0.19, 0.48, 0.32, 0.36, 0.36, 0.11, -0.59, 0.36, 0.32, 0.74, 0.05, -0.19, 0.27, -0.37, -0.35, -0.57, -0.51, 0.31, 0.27, 0.30, 0.26, 0.32, 0.34]}

=====

Record 4
{"formula": "C28H56Cl40NO4PS2", "method": "ωB97M-V/def2-TZVPD", "species": ["N", "C", "C", "C", "P", "S", "C", "C", "C", "C", "O", "C", "S", "O", "O", "O", "H", "H", "H", "H", "H", "H", "H", "H", "H", "H", "H", "H", "H", "H", "H", "H", "C", "Cl", "Cl", "H", "H", "C", "Cl", "Cl", "H", "H", "C", "Cl", "Cl", "H", "H", "C", "Cl", "Cl", "H", "H", "C", "Cl", "Cl", "H", "H", "C", "Cl", "Cl", "H", "H", "C", "Cl", "Cl", "H", "H", "C", "Cl", "Cl", "H", "H", "C", "Cl", "Cl", "H", "H", "C", "Cl", "Cl", "H", "H", "C", "Cl", "Cl", "H", "H", "C", "Cl", "Cl", "H", "H", "C", "Cl", "Cl", "H", "H", "C", "Cl", "Cl", "H", "H", "C", "Cl", "Cl", "H", "H", "C", "Cl", "Cl", "H", "H", "C", "Cl", "Cl", "H", "H", "C", "Cl", "Cl", "H", "H", "C", "Cl", "Cl", "H", "H", "C", "Cl", "Cl", "H", "H"], "positions_angstrom": [[-5.45, 0.93, -4.42], [-4.41, -0.13, -4.44], [-3.25, 0.31, -3.51], [-1.99, -0.58, -3.48], [-1.45, -1.13, -5.19], [-0.01, -2.42, -5.15], [-0.77, 0.14, -2.90], [-1.02, 0.70, -1.51], [0.16, 1.62, -1.09], [-0.36, 2.87, -0.42], [-0.67, 3.84, -1.09], [-1.22, -0.51, -0.55], [-1.58, -2.06, -1.38], [-0.36, -2.77, -1.57], [-2.51, -2.78, -0.56], [-2.36, -1.78, -2.76], [-5.49, 1.27, -3.47], [-5.07, 1.70, -4.97], [-4.10, -0.22, -5.48], [-4.94, -1.04, -4.11], [-2.99, 1.36, -3.67], [-3.65, 0.26, -2.49], [-1.06, 0.09, -5.80], [-2.56, -1.64, -5.89], [-0.59, 1.00, -3.55], [0.14, -0.46, -2.93], [-1.92, 1.31, -1.47], [0.79, 1.10, -0.36], [0.72, 1.94, -1.96], [-0.47, 2.93, 0.68], [-1.92, -0.30, 0.25], [-0.26, -0.70, -0.07], [2.53, -0.94, 1.58], [1.73, -2.19, 0.63], [1.36, 0.31, 2.04], [2.96, -1.39, 2.47], [3.31, -0.49, 0.98], [3.84, 3.39, 2.98], [4.98, 4.75, 2.94], [4.09, 2.30, 1.61], [3.99, 2.84, 3.90], [2.83, 3.78, 2.94], [3.18, 0.47, -6.00], [2.80, -1.00, -6.91], [2.46, 0.48, -4.38], [4.26, 0.53, -5.89], [2.81, 1.32, -6.55], [-3.83, 3.04, 1.94], [-3.70, 3.05, 0.18], [-2.31, 2.57, 2.72], [-4.09, 4.04, 2.28], [-4.60, 2.34, 2.23], [-7.62, 3.46, -0.67], [-8.12, 3.07, 0.99], [-6.80, 2.10, -1.44], [-8.51, 3.71, -1.25], [-6.94, 4.31, -0.64], [5.20, -3.80, 3.75], [6.04, -4.27, 2.27], [4.62, -2.12, 3.66], [4.35, -4.46, 3.88], [5.88, -3.89, 4.58], [-1.81, 6.54, 2.17], [-2.82, 6.16, 3.57], [-2.57, 6.09, 0.64], [-1.63, 7.61, 2.16], [-0.87, 6.01, 2.26], [8.54, -6.87, 2.87], [7.98, -6.38, 4.48], [8.79, -8.62, 2.77], [7.80, -6.58, 2.14], [9.48, -6.38, 2.67], [-3.34, 6.69, 7.44], [-4.02, 5.28, 6.61], [-4.55, 7.94, 7.71], [-2.94, 6.37, 8.39], [-2.55, 7.10, 6.82], [-6.01, -4.07, -3.34], [-4.66, -3.22, -4.09], [-7.06, -2.94, -2.46], [-6.59, -4.55, -4.11], [-5.62, -4.80, -2.64], [2.87, -4.20, -2.28], [4.11, -2.95, -2.37], [2.91, -5.27, -3.69], [3.04, -4.79, -1.39], [1.89, -3.72, -2.24], [-7.67, 3.66, -5.63], [-6.42, 4.65, -6.39], [-8.83, 4.64, -4.72], [-8.20, 3.11, -6.40], [-7.19, 2.97, -4.94], [-6.49, 10.47, 5.33], [-5.28, 11.40, 4.44], [-7.55, 11.51, 6.28], [-7.09, 9.91, 4.62], [-5.98, 9.78, 6.00], [3.95, 7.34, 0.42], [3.59, 7.16, -1.30], [2.56, 6.92, 1.43], [4.77, 6.69, 0.68], [4.21, 8.38, 0.62], [11.79, -7.41, 0.18], [11.01, -8.66, -0.80], [10.64, -6.14, 0.63], [12.18, -7.87, 1.08], [12.59, -6.96, -0.40], [4.63, -4.34, -8.22], [3.09, -4.31, -9.09], [5.92, -5.05, -9.19], [4.90, -3.32, -7.97], [4.51, -4.92, -7.31], [4.22, -8.12, 4.25], [5.10, -8.55, 2.79], [3.61, -6.46, 4.18], [3.38, -8.79, 4.38], [4.90, -8.20, 5.10], [0.39, -9.94, 3.23], [0.31, -9.12, 4.79], [1.80, -10.99, 3.11], [-0.50, -10.54, 3.10], [0.45, -9.19, 2.45], [3.68, 6.04, 6.38], [2.33, 7.06, 6.88], [3.15, 4.43, 5.88], [4.19, 6.51, 5.55], [4.37, 5.93, 7.22], [-5.46, -2.52, 1.01], [-5.47, -3.46, 2.51], [-5.87, -0.82, 1.30], [-4.47, -2.57, 0.58], [-6.19, -2.94, 0.33]], "mulliken_charge": [-0.51, -0.55, -0.85, 1.56, 0.02, -0.24, -2.95, 1.40, -0.08, 0.25, -0.60, 0.37, 1.22, -0.53, -0.82, 0.11, 0.04, 0.30, 0.57, -0.28, 0.52, 0.34, 0.09, 0.05, 1.02, 0.11, -0.19, -0.41, 0.41, 0.16, 0.28, -0.89, 0.22, -0.19, -0.11, -0.17, 0.24, -0.32, -0.15, -0.17, 0.33, 0.29, -0.45, -0.09, -0.01, 0.31, 0.29, -0.35, -0.10, -0.13, 0.23, 0.34, -0.35, -0.16, -0.13, 0.35, 0.24, 0.13, -0.13, -0.20, -0.10, 0.31, -0.25, -0.10, -0.08, 0.36, 0.11, -0.14, -0.17, -0.16, 0.19, 0.26, -0.23, -0.15, -0.16, 0.32, 0.20, -0.40, -0.06, -0.16, 0.34, 0.28, 0.36, -0.17, -0.18, 0.28, -0.28, 0.20, -0.17, -0.17, 0.28, -0.13, 0.23, -0.15, -0.15, 0.25, -0.15, -0.23, -0.16, -0.09, 0.17, 0.31, -0.25, -0.14, -0.13, 0.23, 0.32, -0.09, -0.15, -0.17, 0.19, 0.20, -0.10, -0.14, -0.18, 0.11, 0.27, -0.24, -0.15, -0.14, 0.30, 0.25, -0.22, -0.15, -0.13, 0.20, 0.32, 0.63, -0.19, -0.13, -0.34, 0.10]}

=====

no.,E_tot (eV),LUMO (eV),frontier orbital gap (eV)
1,-62309.58283,0.7,9.07
2,-149036.91044,-9.9,3.72
3,-127267.21695,2.5,7.72
4,-571479.61911,0.1,8.73